Entry 1:
C14H16O2 | ωB97M-V/def2-TZVPD

```
! wB97M-V def2-TZVPD RIJCOSX def2/J DEFGRID3
* xyz 0 1
C 3.181 1.642 1.234
C 2.817 0.969 -0.080
C 3.800 0.783 -1.054
C 3.453 0.174 -2.247
C 2.239 -0.483 -2.399
O 2.049 -1.287 -3.501
C 1.271 -0.318 -1.427
C 1.580 0.376 -0.261
H 3.437 0.922 2.004
H 2.329 2.271 1.487
H 4.004 2.339 1.084
H 4.728 1.321 -0.921
H 4.132 0.216 -3.092
H 1.145 -1.174 -3.814
H 0.325 -0.834 -1.517
H 0.872 0.428 0.556
C -1.545 1.574 1.851
C -2.162 0.308 1.227
C -1.465 -0.900 1.174
C -2.139 -1.976 0.613
C -3.416 -1.853 0.101
O -3.989 -2.850 -0.637
C -4.135 -0.687 0.258
C -3.500 0.376 0.879
H -1.923 2.490 1.398
H -0.469 1.576 1.717
H -1.888 1.525 2.887
H -0.417 -0.983 1.429
H -1.732 -2.969 0.787
H -3.516 -3.678 -0.525
H -5.074 -0.622 -0.277
H -3.992 1.324 1.069
*
```

Calculated values
Relative energy (zero: lowest compared OMol25 entry of this formula, charge and spin) = 0.671 eV
SMILES = Cc1ccc(O)cc1.Cc1ccc(O)cc1
HOMO = -8.5 eV

---

Entry 2:
C93H228N4O23 | ωB97M-V/def2-TZVPD

```
! wB97M-V def2-TZVPD RIJCOSX def2/J DEFGRID3
* xyz 0 1
C 20.083 19.306 13.148
C 20.939 18.282 12.280
C 20.500 18.104 10.852
C 21.497 17.463 9.917
C 22.804 18.214 10.028
C 23.351 18.224 11.423
N 22.289 18.876 12.270
O 22.811 18.884 13.573
C 23.839 16.867 11.981
C 24.489 19.247 11.328
C 20.771 16.946 13.001
H 19.024 18.967 13.098
H 20.078 20.292 12.653
H 20.218 19.316 14.236
H 19.513 17.612 10.903
H 20.219 19.120 10.440
H 21.118 17.556 8.898
H 21.688 16.426 10.168
H 22.671 19.202 9.616
H 23.488 17.743 9.329
H 23.063 16.072 11.884
H 24.717 16.628 11.452
H 23.983 17.023 13.030
H 24.156 20.228 10.828
H 24.762 19.430 12.393
H 25.371 18.818 10.785
H 19.755 16.726 13.316
H 21.316 16.972 13.981
H 21.028 16.060 12.357
H 22.338 19.627 13.994
C 14.154 17.156 23.079
C 13.326 17.959 24.099
C 14.003 19.361 24.238
C 13.091 20.369 25.029
C 11.811 20.389 24.150
C 11.150 19.033 23.807
N 12.024 18.070 23.393
O 11.373 16.882 23.242
C 10.461 18.564 25.108
C 10.087 19.329 22.772
C 13.231 17.186 25.451
H 15.111 16.857 23.513
H 14.513 17.709 22.195
H 13.654 16.289 22.777
H 14.913 19.149 24.711
H 14.200 19.739 23.278
H 13.506 21.410 25.030
H 12.815 20.007 26.016
H 12.022 20.972 23.265
H 11.054 20.983 24.682
H 10.008 17.544 25.019
H 11.118 18.591 25.984
H 9.631 19.251 25.248
H 9.506 18.394 22.535
H 9.423 20.092 23.155
H 10.546 19.715 21.832
H 13.984 16.405 25.333
H 12.280 16.677 25.552
H 13.381 17.727 26.400
H 10.977 16.637 24.095
C 9.530 16.977 13.658
C 10.647 15.930 14.011
C 10.185 14.884 14.998
C 9.419 13.692 14.486
C 10.192 13.103 13.291
C 10.563 14.114 12.191
N 11.336 15.228 12.836
O 11.730 16.195 11.840
C 11.653 13.522 11.252
C 9.366 14.725 11.351
C 11.797 16.791 14.570
H 8.571 16.602 13.435
H 9.793 17.585 12.793
H 9.353 17.607 14.510
H 11.100 14.531 15.536
H 9.693 15.357 15.856
H 8.470 14.084 14.064
H 9.187 12.959 15.240
H 9.501 12.341 12.840
H 11.144 12.659 13.623
H 11.437 12.475 11.031
H 11.798 14.075 10.325
H 12.517 13.440 11.837
H 9.740 15.571 10.817
H 9.009 13.994 10.631
H 8.520 15.063 11.979
H 11.965 17.704 13.993
H 12.705 16.195 14.443
H 11.610 17.047 15.587
H 12.714 16.343 11.810
C 17.287 18.237 19.966
C 17.196 19.039 18.638
C 18.434 18.756 17.804
C 18.260 19.111 16.317
C 17.012 18.499 15.654
C 15.753 18.912 16.392
N 16.046 18.511 17.855
O 14.892 18.892 18.639
C 15.336 20.356 16.175
C 14.666 17.911 16.001
C 17.028 20.508 18.927
H 16.521 18.634 20.651
H 18.285 18.451 20.333
H 17.168 17.134 19.822
H 19.315 19.275 18.131
H 18.713 17.661 17.874
H 19.178 18.657 15.906
H 18.432 20.196 16.020
H 17.135 17.444 15.810
H 16.859 18.775 14.611
H 16.254 20.989 16.146
H 14.705 20.392 15.301
H 14.685 20.644 17.035
H 13.727 18.176 16.458
H 14.434 17.997 14.979
H 14.908 16.876 16.184
H 15.990 20.756 19.010
H 17.545 21.202 18.195
H 17.496 20.791 19.866
H 14.325 18.121 18.678
C 16.890 15.995 11.890
C 15.423 15.597 11.724
C 15.120 14.728 12.941
O 14.508 16.663 11.774
H 17.553 15.204 12.126
H 16.863 16.792 12.623
H 17.221 16.443 10.963
H 15.384 15.005 10.822
H 14.099 14.410 13.101
H 15.408 15.342 13.756
H 15.720 13.850 12.834
H 14.485 17.067 10.891
C 18.038 21.557 22.819
C 16.583 21.727 22.303
C 15.702 22.225 23.453
O 16.709 22.590 21.186
H 18.660 21.270 21.943
H 18.128 20.819 23.670
H 18.331 22.543 23.215
H 16.120 20.723 22.078
H 16.078 23.223 23.625
H 15.789 21.493 24.221
H 14.700 22.408 23.151
H 15.876 23.040 21.138
C 18.811 12.422 25.531
C 18.325 13.111 24.229
C 16.918 13.669 24.271
O 19.336 14.150 24.001
H 18.076 11.653 25.896
H 18.907 13.148 26.328
H 19.762 11.963 25.270
H 18.483 12.344 23.426
H 16.742 14.255 25.199
H 16.240 12.834 24.219
H 16.850 14.356 23.436
H 19.054 14.823 24.678
C 12.794 22.451 20.725
C 13.529 23.285 19.765
C 12.640 23.927 18.781
O 14.349 24.203 20.527
H 13.374 21.931 21.501
H 12.217 21.675 20.178
H 12.027 23.086 21.296
H 14.239 22.821 19.093
H 11.877 24.637 19.074
H 12.087 23.105 18.315
H 13.324 24.467 18.117
H 15.043 24.469 19.944
C 19.154 14.907 16.500
C 18.767 13.917 15.402
C 19.954 13.449 14.511
O 18.153 12.804 16.123
H 19.972 15.525 16.108
H 19.488 14.332 17.339
H 18.315 15.438 16.889
H 17.964 14.256 14.742
H 20.087 14.239 13.747
H 19.869 12.489 13.958
H 20.857 13.563 15.123
H 18.025 12.088 15.471
C 15.869 20.671 12.605
C 16.153 21.154 11.110
C 17.418 20.474 10.619
O 14.952 20.929 10.383
H 15.675 19.602 12.590
H 14.990 21.203 12.929
H 16.631 20.789 13.402
H 16.383 22.222 11.103
H 18.278 20.845 11.195
H 17.556 20.764 9.548
H 17.360 19.426 10.699
H 14.554 20.089 10.602
C 21.523 16.271 20.217
C 20.764 15.292 21.087
C 20.526 13.988 20.339
O 21.475 15.145 22.293
H 21.727 17.184 20.785
H 20.985 16.584 19.351
H 22.460 15.870 19.899
H 19.792 15.670 21.277
H 20.174 13.233 21.025
H 21.484 13.532 20.061
H 19.798 14.058 19.508
H 20.884 14.647 22.890
C 20.957 24.964 19.379
C 19.576 24.780 19.996
C 18.772 26.136 20.075
O 18.950 23.776 19.194
H 20.881 25.457 18.415
H 21.311 23.922 19.282
H 21.636 25.592 19.979
H 19.693 24.366 20.980
H 18.805 26.618 19.071
H 19.336 26.822 20.722
H 17.785 25.965 20.430
H 18.255 23.390 19.745
C 16.208 25.118 17.752
C 16.387 23.726 17.099
C 15.546 23.683 15.859
O 17.714 23.476 16.675
H 15.172 25.419 17.872
H 16.683 25.908 17.127
H 16.755 25.194 18.666
H 16.073 22.918 17.785
H 14.470 23.702 16.007
H 15.698 22.791 15.279
H 15.805 24.481 15.159
H 18.342 23.590 17.381
C 21.950 17.952 16.988
C 23.486 17.998 16.806
C 24.186 17.262 17.915
O 23.857 17.457 15.542
H 21.407 18.596 17.682
H 21.746 16.965 17.294
H 21.457 18.208 15.970
H 23.797 19.085 16.764
H 25.177 17.064 17.633
H 23.668 16.321 18.187
H 24.203 17.823 18.847
H 23.319 17.923 14.847
C 10.956 18.344 9.798
C 11.693 19.537 10.407
C 10.891 20.326 11.412
O 12.929 19.019 11.021
H 10.427 18.641 8.896
H 10.380 17.818 10.515
H 11.754 17.692 9.532
H 12.068 20.182 9.609
H 11.602 20.868 12.057
H 10.240 19.727 12.075
H 10.336 21.083 10.935
H 12.670 18.584 11.834
C 9.002 19.368 17.000
C 10.492 19.608 17.086
C 11.044 20.431 15.946
O 10.737 20.532 18.200
H 8.620 18.787 16.116
H 8.407 20.298 16.912
H 8.696 18.776 17.856
H 11.128 18.697 17.230
H 12.145 20.471 16.022
H 10.665 21.409 15.937
H 10.747 20.016 15.026
H 10.059 20.397 18.865
C 17.912 18.888 25.429
C 18.363 17.611 24.664
C 19.624 17.823 23.881
O 18.444 16.546 25.578
H 18.123 19.739 24.841
H 18.458 19.051 26.339
H 16.806 18.893 25.600
H 17.613 17.374 23.915
H 19.627 18.732 23.308
H 19.878 16.952 23.218
H 20.475 17.974 24.547
H 19.204 16.702 26.120
C 19.055 23.544 12.222
C 19.807 23.235 13.484
C 20.427 24.481 14.148
O 18.890 22.560 14.305
H 18.300 24.323 12.429
H 18.645 22.670 11.800
H 19.752 23.984 11.472
H 20.644 22.520 13.232
H 21.079 24.196 14.990
H 19.529 24.980 14.599
H 20.989 25.076 13.482
H 18.510 23.126 14.931
C 22.166 20.040 21.129
C 21.173 20.975 21.790
C 21.579 21.567 23.098
O 20.768 22.011 20.906
H 21.709 19.488 20.294
H 22.414 19.241 21.837
H 23.089 20.502 20.784
H 20.341 20.264 22.043
H 22.261 22.358 22.824
H 22.103 20.874 23.727
H 20.719 21.953 23.655
H 20.781 21.757 19.996
C 11.986 16.604 19.748
C 10.440 16.586 19.828
C 9.790 15.955 18.636
O 10.030 15.807 20.961
H 12.145 16.902 18.669
H 12.390 15.529 19.813
H 12.432 17.320 20.506
H 10.103 17.613 19.905
H 8.695 15.817 18.723
H 10.232 14.951 18.429
H 10.107 16.593 17.758
H 10.434 16.171 21.738
C 14.521 11.245 15.902
C 13.138 11.984 15.776
C 12.296 11.593 17.007
O 13.291 13.412 15.675
H 14.509 10.179 15.717
H 14.947 11.399 16.875
H 15.231 11.685 15.212
H 12.653 11.606 14.882
H 12.808 11.877 17.937
H 12.286 10.473 17.000
H 11.277 11.872 16.949
H 13.935 13.732 16.345
C 15.409 15.349 19.733
C 16.441 14.451 19.083
C 16.955 13.380 19.997
O 15.946 13.951 17.799
H 15.685 15.746 20.704
H 14.458 14.763 19.875
H 15.188 16.200 19.038
H 17.233 15.110 18.784
H 17.264 13.871 20.939
H 17.850 12.905 19.661
H 16.282 12.599 20.101
H 16.668 13.467 17.360
C 22.875 22.209 17.849
C 21.552 21.959 17.133
C 21.729 21.171 15.850
O 20.689 21.298 18.026
H 23.501 22.927 17.294
H 23.490 21.328 18.034
H 22.716 22.825 18.828
H 21.169 22.937 16.946
H 21.857 20.100 16.141
H 22.606 21.465 15.254
H 20.879 21.284 15.166
H 19.893 21.790 18.071
*
```

Calculated values
Relative energy (zero: lowest compared OMol25 entry of this formula, charge and spin) = 0.000 eV
HOMO = -8.1 eV